w) Density functional theory data (wB97M-V/def2-TZVPD) for 14 unconnected molecules or ions with the total composition H29O14.

ORCA input file:
```
! wB97M-V def2-TZVPD RIJCOSX def2/J DEFGRID3
* xyz 1 1
O 0.926 1.027 -2.514
H 1.621 -2.474 2.276
O -0.885 -2.661 1.808
H -1.271 0.449 -4.143
H 0.211 1.288 2.104
O -0.624 3.270 -1.306
H -2.546 -1.116 -0.668
H -1.390 3.710 -0.911
O -0.985 -0.428 -4.461
H 3.408 -3.569 -0.461
H -1.692 -0.641 -5.071
O 1.770 2.798 0.118
H 1.020 3.367 -0.129
H 1.973 2.417 -0.754
O 2.864 0.155 2.554
H 1.392 2.257 1.471
H -1.247 -1.110 0.046
O -2.801 0.016 3.333
H -1.924 0.351 3.347
H -1.062 -1.863 1.289
O 1.415 -2.035 1.439
H 1.500 -2.765 0.805
H 1.639 1.230 2.770
O 2.727 -4.223 -0.353
H 0.952 0.467 -3.291
H 0.574 0.516 -1.775
O -0.596 -1.034 -1.838
H -1.540 1.738 -2.545
H -0.164 3.981 -1.776
O -2.064 -0.637 0.008
H 3.764 0.450 2.403
H -0.411 -0.614 2.859
O -0.540 0.033 2.151
H 2.513 -4.476 0.547
H -1.489 0.229 1.943
O -2.141 1.857 -3.294
H -1.702 -2.833 2.283
H -2.930 2.237 -2.904
O 1.007 1.912 2.365
H -0.557 -1.985 -1.668
H 2.583 -0.526 1.927
H -0.765 -0.957 -2.795
H -3.309 -0.230 4.101
*
```

Properties
HOMO   -13.675 eV
Frontier orbital gap   10.937 eV

natural (NBO) atomic charge list, values in e, 5 entries: -0.992 0.480 -0.953 0.506 0.526

x) Density functional theory data (wB97M-V/def2-TZVPD) for a molecular structure, H29O14.

ORCA input file:
```
! wB97M-V def2-TZVPD RIJCOSX def2/J DEFGRID3
* xyz 1 1
O 2.241 -1.318 3.168
H -2.297 0.993 2.541
O -1.545 -0.549 0.337
H -0.679 -0.433 0.889
H -2.213 0.270 1.062
O 0.743 -2.059 1.142
H -1.623 -0.247 -2.159
H 0.782 -3.032 1.166
O -4.207 -0.949 1.070
H -5.159 -0.906 1.376
H -4.087 -1.651 1.770
O 3.006 -1.572 -0.986
H 3.744 -1.014 -0.736
H 3.071 -2.519 -1.017
O 4.635 0.658 -0.973
H 4.209 1.373 -1.483
H 5.081 0.930 -0.163
O 1.582 2.060 0.625
H 0.813 2.612 0.382
H 1.828 1.661 -0.211
O 2.775 0.975 -3.786
H 2.620 0.089 -4.165
H 3.158 0.722 -2.951
O -0.440 1.076 2.064
H -0.694 1.027 2.987
H 1.466 -1.412 2.569
O -2.919 0.857 1.781
H -3.008 1.774 1.432
H 1.523 -1.794 0.588
O -0.863 0.338 -2.178
H -1.271 0.129 -0.316
H 0.403 2.851 -2.541
O -0.154 3.140 -1.806
H 0.543 1.040 1.816
H -0.596 3.971 -1.971
O -3.172 -0.359 3.769
H -2.971 -1.224 4.157
H -3.690 -0.373 2.962
O -1.924 -1.716 -3.677
H -1.988 -2.381 -4.370
H -0.957 -1.520 -3.811
H 2.846 -1.970 2.767
H -0.612 0.452 -3.122
*
```

Properties
HOMO   -13.392 eV
Frontier orbital gap   10.595 eV

natural (NBO) atomic charge list, values in e, 5 entries: -0.962 0.538 -0.865 0.538 0.517

Decreasing stability: w), x)

w) Density functional theory data (wB97M-V/def2-TZVPD) for 14 unconnected molecules or ions with the total composition H29O14.

ORCA input file:
```
! wB97M-V def2-TZVPD RIJCOSX def2/J DEFGRID3
* xyz 1 1
O 1.315 0.071 -0.503
H 0.254 -1.797 -0.372
O -1.566 0.999 2.740
H -3.014 -4.237 -2.095
H 1.337 1.965 1.638
O -1.337 3.295 -0.780
H 3.809 3.325 1.583
H -1.041 2.672 -0.091
O -3.051 -3.355 -2.465
H 0.356 -2.766 -2.771
H -2.851 -2.601 -1.911
O 0.156 -0.184 -3.428
H 0.106 -1.113 -3.171
H -0.739 0.162 -3.259
O 1.965 -1.023 1.760
H 0.067 1.176 2.274
H 3.380 1.907 1.438
O 2.181 3.253 -0.268
H 2.759 3.919 0.111
H -1.975 0.880 1.862
O 0.228 -2.407 0.378
H 0.548 -3.279 0.126
H 1.400 -0.095 1.447
O -0.260 -2.927 -2.050
H 0.546 0.650 -0.466
H 1.705 0.193 -1.376
O -1.988 0.116 0.164
H -1.470 2.141 -2.462
H -2.006 3.714 -0.212
O 3.256 2.667 2.020
H 1.678 -1.305 2.676
H -0.065 -3.124 3.060
O 0.520 -3.451 3.756
H -1.084 -3.288 -2.419
H 0.755 -2.687 4.293
O -2.120 1.606 -2.948
H -2.106 0.652 3.458
H -1.945 1.865 -3.879
O 0.733 1.222 1.530
H -2.916 -0.153 0.303
H 1.291 -1.615 1.231
H -1.505 -0.406 0.848
H 2.132 3.453 -1.208
*
```

Properties
HOMO   -13.879 eV
Frontier orbital gap   10.653 eV

natural (NBO) atomic charge list, values in e, 5 entries: -0.993 0.536 -0.993 0.495 0.541

x) Density functional theory data (wB97M-V/def2-TZVPD) for 14 unconnected molecules or ions with the total composition H29O14.

ORCA input file:
```
! wB97M-V def2-TZVPD RIJCOSX def2/J DEFGRID3
* xyz 1 1
O -0.419 -0.002 2.239
H -3.980 -0.937 2.328
O 0.038 -0.544 -3.761
H 0.553 3.236 -0.576
H -1.046 -1.691 1.808
O -0.738 4.182 0.386
H 1.703 -2.759 1.111
H -0.327 3.906 1.207
O 0.859 2.734 -1.344
H 3.880 2.213 -0.491
H 1.740 3.051 -1.551
O 2.111 0.010 -1.111
H 2.752 0.464 -0.537
H 1.684 -0.627 -0.534
O -1.557 1.853 0.587
H -0.512 -2.317 0.555
H 1.727 -4.314 0.594
O -3.382 -1.876 -1.271
H -3.202 -2.445 -2.021
H -0.543 -0.073 -4.364
O -3.601 -0.495 1.567
H -4.035 -0.740 0.743
H -0.605 -3.039 1.938
O 4.121 1.461 0.059
H -0.951 0.360 1.487
H -0.887 0.508 2.910
O -0.551 -1.702 -0.999
H -0.922 0.314 -2.518
H -0.873 5.114 0.208
O 1.230 -3.580 0.953
H -1.989 2.097 -0.235
H 3.142 -1.476 3.726
O 2.712 -1.190 2.912
H 4.949 1.735 0.446
H 3.415 -0.716 2.469
O -0.940 0.770 -1.650
H 0.878 -0.293 -4.170
H -0.071 1.225 -1.579
O -1.178 -2.545 1.299
H -0.842 -0.751 -1.201
H -1.610 2.697 1.062
H -0.211 -2.061 -1.824
H -2.525 -1.756 -0.855
*
```

Properties
HOMO   -13.389 eV
Frontier orbital gap   10.912 eV

natural (NBO) atomic charge list, values in e, 5 entries: -0.979 0.479 -0.952 0.498 0.552

Decreasing stability: x), w)

w) Density functional theory data (wB97M-V/def2-TZVPD) for 3 unconnected molecules or ions with the total composition CH4NO2Si.

ORCA input file:
```
! wB97M-V def2-TZVPD RIJCOSX def2/J DEFGRID3
* xyz -1 1
C 3.568 1.019 0.505
N 0.503 -0.433 0.788
O 4.210 0.226 -0.185
O 3.940 1.793 1.394
Si 1.560 0.794 0.605
H 0.438 -1.160 0.097
H -1.404 -0.828 -0.864
H -1.093 -0.027 -1.001
H 1.001 1.883 1.555
*
```

Properties
HOMO   -3.975 eV
Frontier orbital gap   7.697 eV

natural (NBO) atomic charge list, values in e, 5 entries: 0.512 -1.390 -0.727 -0.709 1.234

x) Density functional theory data (wB97M-V/def2-TZVPD) for 2 unconnected molecules or ions with the total composition CH4NO2Si.

ORCA input file:
```
! wB97M-V def2-TZVPD RIJCOSX def2/J DEFGRID3
* xyz -1 1
C 0.546 -2.311 -0.098
N 0.364 -1.077 -0.342
O -0.307 -0.267 0.400
O -1.773 3.008 0.182
Si -0.439 2.315 -0.029
H 1.098 -2.935 -0.707
H 0.233 2.059 1.200
H -0.016 1.922 -1.490
H 0.293 -2.714 0.884
*
```

Properties
HOMO   -3.098 eV
Frontier orbital gap   7.075 eV

natural (NBO) atomic charge list, values in e, 5 entries: -0.346 -0.106 -0.690 -1.245 1.588

Decreasing stability: w), x)

w) Density functional theory data (wB97M-V/def2-TZVPD) for a single CH5N3 molecule.

ORCA input file:
```
! wB97M-V def2-TZVPD RIJCOSX def2/J DEFGRID3
* xyz 0 1
C 1.108 -0.032 0.379
N -0.584 0.136 0.622
N -1.370 0.786 -0.310
N -1.427 -0.611 -0.143
H 1.538 0.529 -0.450
H 1.577 0.338 1.339
H 1.085 -1.189 0.484
H -0.838 1.112 -1.030
H -1.089 -1.068 -0.892
*
```

Properties
HOMO   -8.879 eV
Structure (SMILES)   Cn1[nH][nH]1
Frontier orbital gap   9.836 eV

natural (NBO) atomic charge list, values in e, 5 entries: -0.499 -0.117 -0.329 -0.321 0.202

x) Density functional theory data (wB97M-V/def2-TZVPD) for a single CH5N3 molecule.

ORCA input file:
```
! wB97M-V def2-TZVPD RIJCOSX def2/J DEFGRID3
* xyz 0 1
C 0.022 0.384 -0.624
N 0.086 0.577 0.829
N -1.171 0.983 1.372
N -0.763 -0.387 1.590
H 0.330 -0.589 -0.984
H -1.028 0.530 -0.895
H 0.516 1.138 -1.253
H -1.742 1.349 0.667
H -1.241 -1.081 1.013
*
```

Properties
HOMO   -9.253 eV
Structure (SMILES)   Cn1[nH][nH]1
Frontier orbital gap   10.230 eV

natural (NBO) atomic charge list, values in e, 5 entries: -0.469 -0.128 -0.342 -0.304 0.211

Decreasing stability: x), w)